Entry 1:
150
Properties=species:S:1:pos:R:3:forces:R:3:lowdin_charge:R:1 method="wB97M-V/def2-TZVPD" e_homo_ev=-10.32 relative_energy_kj_mol=107.6 fmax_ev_per_a=4.215 total_charge=0 total_energy_ev=-115354.8766 homo_lumo_gap_ev=10.7
C 13.27242 19.12766 16.14702 1.0 0.5 0.4 -0.0469
O 12.06110 18.61289 15.67014 -1.4 -0.3 -0.3 -0.0068
C 10.92986 18.82874 16.35966 -0.7 0.4 2.8 -0.5839
O 10.77666 19.29565 17.49180 1.3 -0.4 -1.9 0.0997
O 9.91090 18.35409 15.67986 -0.8 -0.3 -1.8 -0.0013
C 8.63630 18.13686 16.31586 0.2 -0.1 1.3 -0.0169
H 13.61756 18.63857 17.05794 -0.4 0.1 0.2 0.0740
H 13.19420 20.20830 16.26615 0.1 0.0 0.2 0.1079
H 14.04400 18.91292 15.40766 -0.3 0.0 -0.3 0.0985
H 7.85986 17.82602 15.61688 0.7 -0.2 -0.5 0.0922
H 8.20616 18.98581 16.84724 0.6 0.4 -0.2 0.0954
H 8.81990 17.38272 17.08114 -0.3 -0.2 0.0 0.0780
C 16.66218 13.87174 14.98922 1.7 0.8 0.1 -0.0279
O 15.51440 14.53599 15.43748 -1.4 0.3 0.9 -0.0241
C 15.56106 15.65429 16.19268 -0.3 -0.4 -1.5 -0.5771
O 16.52570 16.33626 16.42867 -0.4 -0.7 0.3 0.1249
O 14.32536 15.99821 16.55628 0.7 1.3 1.1 0.0021
C 13.15388 15.44107 16.04701 -1.1 -1.5 -1.5 -0.0494
H 17.18452 14.52373 14.28910 -0.1 -0.3 -0.5 0.0865
H 16.38200 12.91110 14.55704 -0.2 0.2 0.0 0.0837
H 17.39191 13.75193 15.79000 -0.2 -0.3 0.2 0.0973
H 12.93448 14.44118 16.42142 0.2 0.1 0.5 0.0995
H 13.20658 15.31529 14.96558 0.3 0.1 -0.2 0.0848
H 12.26868 16.05990 16.19384 0.5 0.4 0.6 0.0927
C 10.23525 16.13702 10.94930 -0.7 -0.9 -0.8 -0.0460
O 11.31938 16.84471 11.50662 -0.6 1.7 0.0 0.0307
C 12.37280 16.23933 11.99232 1.6 -0.7 0.0 -0.5996
O 12.45376 15.04995 12.15550 0.1 -0.6 0.3 0.1040
O 13.37984 17.11688 12.18238 -0.7 -0.3 0.6 0.0132
C 14.69104 16.69792 12.67292 0.1 -0.1 -1.0 -0.0025
H 9.54120 15.64357 11.62966 0.5 0.1 0.7 0.0784
H 10.55832 15.37173 10.24358 0.3 0.0 0.1 0.1028
H 9.59472 16.82041 10.39180 0.5 0.4 0.1 0.0964
H 14.88152 16.81307 13.73996 -0.6 0.6 0.0 0.0804
H 15.33506 17.33799 12.06988 0.3 -0.1 0.5 0.0901
H 14.95796 15.65775 12.48612 -0.6 -0.1 -0.5 0.0807
C 15.62496 15.04584 19.87786 -1.4 -0.4 1.2 0.0019
O 16.93470 15.25985 20.37860 0.7 0.0 -2.2 0.0293
C 17.16436 15.33897 21.65616 -2.9 0.6 1.8 -0.6176
O 16.30601 15.23852 22.53368 1.3 -0.1 -1.0 0.0995
O 18.41556 15.67307 21.83806 0.3 -0.4 -1.3 0.0275
C 18.80618 16.03976 23.10280 1.8 0.3 1.8 -0.0719
H 15.55200 14.89144 18.80132 0.9 0.1 0.2 0.0909
H 14.96550 15.87572 20.13183 0.2 0.2 0.0 0.0796
H 15.20996 14.18244 20.39789 -0.1 -0.2 -0.2 0.0932
H 19.89044 15.92821 23.10946 0.1 -0.1 0.0 0.0947
H 18.44712 15.40224 23.91072 -0.5 0.1 -0.2 0.1029
H 18.65412 17.10031 23.30334 -0.6 0.0 0.0 0.1002
C 15.78432 19.00785 18.89344 2.0 1.0 0.2 -0.0444
O 15.27460 18.42221 20.07136 -1.1 -0.8 1.2 -0.0363
C 15.71360 18.77590 21.32234 2.6 2.2 -0.9 -0.5332
O 16.71613 19.49394 21.53704 -2.8 -2.1 -0.4 0.0809
O 14.88552 18.25072 22.20734 -0.4 0.1 0.5 -0.0017
C 15.12096 18.46822 23.63158 1.1 0.2 -0.2 -0.0022
H 15.70082 18.44352 17.96466 -0.8 -0.7 0.6 0.0753
H 16.86266 19.07875 19.03577 0.1 0.4 -0.1 0.0764
H 15.38620 20.00896 18.72798 -0.1 0.0 0.2 0.1050
H 15.91392 17.79298 23.95310 -0.3 -0.3 0.0 0.0854
H 14.21216 18.31531 24.21364 -0.1 -0.2 -0.6 0.0965
H 15.51594 19.45891 23.85654 -0.2 0.2 -0.5 0.0919
C 11.96446 16.95785 20.05563 0.1 0.6 -0.5 -0.0003
O 11.77606 15.80099 19.23092 0.8 -0.4 0.3 -0.0066
C 10.57670 15.43612 18.82792 -1.3 0.3 0.6 -0.6072
O 9.51970 15.98207 19.10568 1.1 -0.6 -0.5 0.1072
O 10.73750 14.32116 18.10326 0.4 -0.3 -0.4 -0.0223
C 9.54598 13.65283 17.70312 -0.6 -0.5 0.2 -0.0381
H 11.18340 17.09973 20.80256 -0.1 -0.1 -0.3 0.1040
H 12.03706 17.80213 19.37004 -0.3 0.3 0.2 0.0881
H 12.93980 16.88726 20.53714 -0.1 -0.4 0.0 0.0716
H 9.08756 13.23769 18.60068 -0.8 0.8 0.1 0.1019
H 9.67634 12.72420 17.14746 1.3 0.4 -0.4 0.0924
H 8.97028 14.30867 17.05001 -0.5 -0.1 0.6 0.0909
C 12.80002 12.00163 20.55895 0.1 0.9 0.1 -0.0343
O 12.94662 11.77426 19.13374 1.1 -1.0 0.4 -0.0158
C 13.91708 10.90427 18.71755 1.4 -1.1 2.7 -0.5092
O 14.70572 10.26335 19.45938 -2.6 2.1 -2.6 0.0776
O 13.86428 10.88186 17.38674 -1.8 1.5 1.8 0.0050
C 14.80064 10.21938 16.66680 2.5 -1.0 -1.6 -0.0884
H 13.69608 11.97047 21.17878 0.4 -0.8 -0.6 0.0904
H 12.01588 11.39334 21.00974 0.1 -0.2 -0.3 0.0947
H 12.53334 13.05382 20.65838 -0.5 0.0 -0.3 0.0807
H 14.46066 9.22943 16.36264 0.0 0.0 0.1 0.1093
H 15.77798 10.15422 17.14500 -0.2 -0.3 0.6 0.1039
H 15.03514 10.80088 15.77518 -0.5 -0.1 -0.2 0.0622
C 18.30738 21.58217 11.48774 -0.7 -0.7 0.1 -0.0447
O 18.79772 20.43356 12.20688 0.0 -1.4 0.8 -0.0377
C 17.96238 19.51058 12.82750 -0.1 0.5 -0.3 -0.5046
O 16.74778 19.53293 12.76952 1.4 -0.1 0.2 0.1075
O 18.72862 18.60559 13.50092 0.6 1.9 -1.6 0.0022
C 18.13146 17.66717 14.36018 -1.4 -0.1 0.7 -0.0666
H 17.66847 22.17645 12.14098 0.1 0.1 -0.1 0.0931
H 17.75410 21.29651 10.59310 -0.3 -0.3 0.2 0.0882
H 19.15508 22.15139 11.10634 0.2 -0.2 0.6 0.0894
H 17.47036 18.20031 15.04340 -0.2 -0.1 0.0 0.0885
H 18.86317 17.16374 14.99204 0.3 0.3 -0.5 0.0784
H 17.55153 16.93015 13.80466 0.1 0.0 -0.1 0.0673
C 18.98684 10.85150 14.62132 -0.2 -0.4 1.0 -0.0776
O 19.89608 11.67914 13.95002 0.8 2.4 -0.2 -0.0380
C 20.16228 12.92556 14.52904 0.9 0.4 -0.5 -0.5174
O 19.95889 13.29931 15.66256 -0.5 -1.0 -1.0 0.1247
O 20.80141 13.68223 13.59756 -0.4 -1.2 0.7 -0.0198
C 21.09800 15.06524 13.88952 -0.2 0.4 -0.7 -0.0106
H 18.00386 11.31985 14.67144 0.0 0.0 0.3 0.0728
H 19.41138 10.61644 15.59732 -0.5 0.1 0.3 0.1016
H 18.86254 9.89648 14.11084 0.3 0.2 -0.4 0.0978
H 21.64216 15.39758 13.00548 -0.1 -0.1 0.0 0.0975
H 21.72342 15.32810 14.74268 -0.2 -0.8 0.3 0.0825
H 20.16638 15.62988 13.92666 0.0 -0.1 0.2 0.0803
C 17.74654 12.03390 11.56224 0.8 -0.8 -0.7 -0.0201
O 18.02330 13.37953 12.00026 -1.3 -0.3 0.7 -0.0009
C 17.66459 14.43493 11.26484 1.1 1.7 1.1 -0.5386
O 17.74642 15.58542 11.73262 -0.6 -2.9 -1.6 0.0925
O 17.37834 14.05876 10.00946 0.1 -0.4 0.8 -0.0059
C 17.18784 15.08770 9.08972 -0.9 1.7 -0.9 -0.0542
H 16.79238 11.78970 11.09528 -0.2 1.0 -0.2 0.0963
H 17.78339 11.29244 12.36034 0.3 0.8 0.5 0.0647
H 18.55130 11.78845 10.86928 -0.2 -0.2 -0.1 0.1063
H 17.97858 15.83617 9.14094 0.1 -0.2 0.0 0.1042
H 16.24185 15.59689 9.27387 0.0 0.2 0.4 0.0961
H 17.05708 14.72212 8.07122 0.5 -0.6 0.2 0.0986
C 18.97856 17.44983 17.95581 -1.0 -0.3 1.2 -0.0738
O 20.02880 17.39470 17.04231 3.3 0.1 0.0 -0.0245
C 21.35244 17.21782 17.38524 0.8 -0.4 -0.5 -0.4698
O 22.21688 17.15644 16.51216 -1.8 0.2 2.2 0.0958
O 21.57144 17.08753 18.75104 -1.2 -0.2 -1.9 -0.0510
C 22.90848 16.97417 19.26960 -0.4 1.1 -0.1 -0.0312
H 18.27970 18.20303 17.59198 -0.1 -0.4 -0.3 0.0768
H 19.20418 17.73901 18.98224 0.7 0.0 -0.1 0.0977
H 18.55341 16.44717 18.00088 -0.4 0.2 0.0 0.0960
H 23.23286 18.01096 19.35870 0.6 -0.1 -0.2 0.0946
H 23.57956 16.37602 18.65318 -0.2 0.0 0.0 0.0960
H 22.80718 16.61828 20.29487 -0.1 -0.4 -0.3 0.0904
C 15.34286 8.24069 11.40346 1.4 -0.8 0.0 -0.0594
O 14.34732 9.22767 11.60372 -0.6 -0.1 -0.6 0.0144
C 14.46834 10.13906 12.58516 1.5 -1.3 0.2 -0.6101
O 15.35208 10.12145 13.41074 0.0 0.3 0.0 0.1028
O 13.49812 10.99451 12.48698 -1.1 0.0 -0.8 0.0467
C 13.47060 12.13953 13.30036 0.0 1.5 0.5 -0.0264
H 16.35546 8.64214 11.36344 -0.1 0.4 0.4 0.0886
H 15.28970 7.69020 10.46417 -1.1 0.8 -0.5 0.0909
H 15.35324 7.39215 12.08754 -0.4 0.5 0.8 0.0949
H 13.60924 11.95959 14.36642 0.0 -0.4 -0.1 0.0937
H 12.53000 12.66283 13.12852 -0.1 -0.5 0.0 0.0741
H 14.19218 12.88982 12.97712 0.4 -0.3 -0.1 0.0931
C 10.18259 14.02991 14.23058 0.1 1.3 -1.2 -0.1816
O 9.04747 13.26050 14.34908 -1.5 -1.9 0.9 -0.1101
H 11.11066 13.55872 14.55428 -0.4 -0.2 0.3 0.0759
H 10.22549 14.21511 13.15728 1.1 0.5 0.0 0.0597
H 9.95664 14.95984 14.75238 0.9 0.4 0.2 0.0854
H 8.34966 13.78020 13.94338 -0.2 -0.3 0.1 0.0838

---

Entry 2:
35
Properties=species:S:1:pos:R:3:forces:R:3:nbo_charge:R:1 method="wB97M-V/def2-TZVPD" e_homo_ev=-10.68 fmax_ev_per_a=4.277 total_charge=0 total_energy_ev=-61268.8377 smiles="C[C@@H](F)CO[P@@](=O)(OCCCCl)OC(F)(F)C(F)(F)C(F)(F)F" homo_lumo_gap_ev=10.9
C 1.87603 -1.80280 2.33445 -0.5 0.0 0.2 -0.6694
C 1.54357 -0.32802 2.85290 0.5 -0.6 -1.4 0.1921
F 2.46836 -0.03417 3.90980 -1.3 -0.1 -1.1 -0.3770
C 1.73651 0.71844 1.63338 1.3 -1.2 1.0 -0.1278
O 0.49257 1.44932 1.43974 -0.9 -0.4 -3.6 -0.7732
P -0.31292 0.82961 0.05927 -1.7 -2.5 3.1 2.4645
O -0.62383 -0.63073 0.36384 1.1 3.1 -1.4 -1.0852
O -1.78757 1.62702 -0.17259 3.7 -0.4 0.7 -0.7624
C -2.51578 1.78422 1.07552 -2.0 0.3 1.5 -0.0997
C -3.34094 0.49777 1.53829 -0.6 0.1 0.2 -0.4588
C -3.87754 -0.42298 0.34051 0.8 -0.6 1.3 -0.3593
Cl -5.69703 -0.67675 0.62025 1.1 0.2 -0.6 -0.1076
O 0.75261 1.08460 -1.24318 -1.9 -1.7 0.8 -0.7452
C 0.82817 -0.02805 -2.11208 0.5 -0.1 -1.1 0.8780
F -0.43182 -0.35463 -2.62627 2.5 0.2 1.3 -0.3023
F 1.49285 -1.14305 -1.53346 -1.9 2.3 -1.1 -0.3131
C 1.79120 0.42818 -3.33244 1.1 1.8 1.2 0.5595
F 1.22709 1.48370 -4.05566 0.9 -2.5 1.1 -0.2885
F 2.94491 0.97386 -2.69486 -2.1 -1.1 -1.3 -0.3142
C 2.30763 -0.78579 -4.22648 1.4 -1.0 -2.0 0.9302
F 1.28940 -1.70277 -4.47372 2.2 1.8 0.7 -0.2996
F 3.42323 -1.41682 -3.63744 -3.0 1.3 -1.1 -0.2999
F 2.78013 -0.32584 -5.47784 -1.3 -0.8 2.8 -0.3098
H 2.96561 -1.87104 2.00008 -1.4 0.1 0.7 0.2192
H 1.24537 -2.08404 1.42160 0.7 0.7 1.3 0.2455
H 1.62359 -2.56387 3.15693 0.7 1.1 -1.2 0.2282
H 0.46533 -0.24853 3.20318 1.5 0.0 -0.1 0.1863
H 2.03386 0.07720 0.73388 -0.5 1.1 1.0 0.2032
H 2.59107 1.45434 1.84553 -1.5 -1.0 -0.2 0.2246
H -1.88880 2.12741 1.95687 -0.4 -0.4 -1.4 0.2134
H -3.28201 2.62010 0.89122 1.3 -1.2 -0.1 0.2109
H -4.26915 0.89330 2.09008 1.5 -0.4 -0.8 0.2384
H -2.79414 -0.14202 2.31968 -0.5 0.9 -1.4 0.2268
H -3.64724 -0.02900 -0.69574 -0.6 -0.4 1.4 0.2337
H -3.41031 -1.45812 0.49477 -0.8 1.6 -0.6 0.2384